The following is a DFT calculation (ωB97M-V/def2-TZVPD) of a cluster of 2 separate species, CH3NO4S in total in a non-equilibrium geometry.

Structure (XYZ):
```
10
Properties=species:S:1:pos:R:3
C -1.80 -0.08 0.01
N -0.02 1.18 0.04
O 1.16 1.39 0.18
O 2.30 -0.47 -1.33
O 2.57 -1.33 0.90
O -0.62 0.13 0.71
S 2.81 -0.21 0.00
H -2.52 -0.31 0.79
H -1.78 -0.94 -0.52
H -2.10 0.64 -0.78
```

Results
LUMO level: -1.0 eV
HOMO-LUMO gap: 9.8 eV
Relative energy (zero: lowest compared OMol25 entry of this formula, charge and spin): 2.109 eV
Electronic energy: -793.6571 hartree
Multiplicity: 1